# C8H4FeNO7

A molecular structure, C8H4FeNO7 (the ωB97M-V functional and the def2-TZVPD basis, OMol25).

Summary:
HOMO level (alpha / beta) in eV: -7.2 / -9.5
Total energy in eV: -58570.201
F_max in eV Å⁻¹: 0.35
Energy above the lowest of the compared OMol25 structures with the same formula, charge and spin in kJ/mol: 226.4
<S²>: 8.78
LUMO (alpha / beta) in eV: -0.04 / -1.10

The geometry in ORCA input format:
```
! RIJCOSX wB97M-V def2-TZVPD def2/J DEFGRID3
* xyz 0 6
Fe 0.113 -0.174 0.112
O 1.278 5.543 1.431
O 3.212 1.646 -1.484
O -0.618 1.605 3.717
O 1.723 0.096 -0.846
O -1.946 0.136 -0.058
O -0.023 0.072 2.138
O -2.088 2.211 0.884
N 0.110 1.869 0.093
C 2.195 1.321 -0.927
C 0.854 4.324 1.039
C 1.329 2.336 -0.180
C -0.386 3.828 1.385
C 1.754 3.570 0.254
C -0.672 2.506 0.970
C -0.372 1.146 2.655
C -2.561 1.100 0.377
H -1.082 4.374 2.004
H 2.736 3.939 0.007
H -3.653 1.109 0.390
H 0.611 5.962 1.984
*
```

# C28H59GaN3O4

A molecular structure, C28H59GaN3O4 in a non-equilibrium geometry (the ωB97M-V functional and the def2-TZVPD basis, OMol25).

Summary:
HOMO level (alpha / beta) in eV: -3.5 / -3.5
Total energy in eV: -95026.385
F_max in eV Å⁻¹: 1.83
<S²>: 2.01
LUMO (alpha / beta) in eV: 2.12 / 1.87

The geometry in ORCA input format:
```
! RIJCOSX wB97M-V def2-TZVPD def2/J DEFGRID3
* xyz -1 3
Ga -2.322 4.698 -0.977
O 4.502 -0.661 -0.261
O 0.997 -4.830 1.407
O -1.419 3.102 -1.412
O -2.641 1.574 0.524
N -1.311 6.227 -1.741
N 4.464 -0.932 -1.523
N 0.251 -5.020 2.442
C -5.727 3.104 -0.659
C -0.589 2.532 -0.459
C -1.476 7.769 0.145
C -0.466 -6.799 4.044
C -1.132 2.699 2.084
C -0.387 -2.671 2.014
C 3.090 -1.357 -1.927
C 4.164 1.347 -2.481
C -2.404 -5.962 1.691
C 5.581 -0.351 -3.683
C 5.114 0.160 -2.306
C -1.459 -3.865 3.862
C -1.285 1.893 0.790
C -5.385 5.458 0.177
C 2.488 -2.268 -0.865
C -0.734 6.888 -0.849
C 2.176 -0.147 -2.115
C -5.402 4.557 -1.042
C 2.782 0.946 -2.993
C 0.781 6.878 -0.673
C 3.134 -2.193 -3.223
C -1.991 -4.505 1.487
C 1.177 -7.303 2.309
C 6.380 0.622 -1.591
C -0.887 -4.048 2.441
C -1.187 -6.884 1.635
C -4.146 4.665 -1.918
C -0.068 -6.469 2.592
H -2.533 7.714 -0.047
H 1.942 0.285 -1.137
H 3.115 -3.138 -0.663
H -0.458 -7.879 4.194
H -1.485 -7.911 1.860
H 7.058 -0.215 -1.413
H -1.121 8.797 0.130
H 6.897 1.353 -2.211
H -3.113 -6.250 0.912
H 1.225 -0.475 -2.540
H -0.039 -2.659 0.983
H -0.791 0.942 0.964
H 6.163 1.096 -0.636
H -1.287 7.383 1.146
H 3.979 -2.884 -3.214
H -0.658 -3.824 4.602
H -6.236 4.916 -1.645
H 1.262 7.738 -1.129
H 4.619 2.070 -3.162
H 4.773 -0.493 -4.395
H -0.385 3.474 1.984
H -0.083 1.695 -0.956
H 3.188 -1.593 -4.129
H 1.498 -7.224 1.272
H 1.020 6.804 0.385
H -2.160 -4.644 4.156
H -6.595 2.754 -1.208
H 6.123 -1.292 -3.584
H -4.231 5.599 -2.465
H -3.162 2.349 0.781
H 6.257 0.375 -4.136
H -5.965 3.008 0.396
H -2.059 3.180 2.360
H -2.009 -2.928 3.924
H -1.464 -6.465 4.314
H -2.856 -3.851 1.608
H 1.518 -2.627 -1.210
H -2.933 -6.083 2.641
H 0.218 3.202 -0.137
H -0.880 2.041 2.908
H -5.196 6.490 -0.097
H -4.894 2.466 -0.916
H 2.840 0.614 -4.034
H 2.125 1.817 -2.990
H -0.800 -6.891 0.612
H -6.379 5.429 0.624
H -1.199 -1.950 2.091
H 0.430 -2.335 2.655
H 0.245 -6.363 4.748
H 4.047 1.858 -1.520
H 2.226 -2.789 -3.313
H -1.650 -4.378 0.454
H 0.962 -8.352 2.509
H 1.135 5.983 -1.163
H 2.321 -1.744 0.074
H -2.387 4.953 0.596
H -4.153 3.881 -2.668
H 2.006 -6.997 2.949
H -4.697 5.114 0.936
*
```

# CH5ClNOP

A molecular structure, CH5ClNOP in a non-equilibrium geometry (the ωB97M-V functional and the def2-TZVPD basis, OMol25).

Summary:
HOMO level (alpha / beta) in eV: -9.0 / -9.0
Total energy in eV: -26466.122
F_max in eV Å⁻¹: 4.74
Energy above the lowest of the compared OMol25 structures with the same formula, charge and spin in kJ/mol: 274.0
LUMO (alpha / beta) in eV: 0.34 / 0.34

The geometry in ORCA input format:
```
! RIJCOSX wB97M-V def2-TZVPD def2/J DEFGRID3
* xyz 0 1
Cl -1.653 -1.704 -0.204
P -0.690 -0.732 1.199
O -0.604 0.803 0.711
N 1.354 -1.258 0.262
C -0.439 1.313 -0.574
H 0.637 1.324 -1.031
H -0.950 2.256 -0.646
H -0.998 0.635 -1.283
H 1.784 -0.565 0.768
H 1.558 -2.071 0.799
*
```

# C2Cl2F2S

C2Cl2F2S in the gas phase in a non-equilibrium geometry (the ωB97M-V functional and the def2-TZVPD basis, OMol25).

Summary:
HOMO level (alpha / beta) in eV: -6.5 / -10.2
Total energy in eV: -43383.998
F_max in eV Å⁻¹: 6.47
Energy above the lowest of the compared OMol25 structures with the same formula, charge and spin in kJ/mol: 56.4
<S²>: 2.01
LUMO (alpha / beta) in eV: 0.20 / -3.08

The geometry in ORCA input format:
```
! RIJCOSX wB97M-V def2-TZVPD def2/J DEFGRID3
* xyz 0 3
Cl 2.292 0.626 -0.221
Cl -2.688 0.717 -0.701
S -1.985 -0.542 0.678
F 0.230 1.492 0.936
F 0.126 -1.810 -0.588
C 0.631 0.414 0.271
C -0.153 -0.641 -0.029
*
```

# C2H5N3OS

C2H5N3OS in the gas phase in a non-equilibrium geometry (the ωB97M-V functional and the def2-TZVPD basis, OMol25).

Summary:
HOMO level in eV: -9.0
Total energy in eV: -19507.007
Structure (SMILES): N/N=C\C(=O)NS
F_max in eV Å⁻¹: 1.37
Energy above the lowest of the compared OMol25 structures with the same formula, charge and spin in kJ/mol: 187.6
LUMO in eV: 0.64

The geometry in ORCA input format:
```
! RIJCOSX wB97M-V def2-TZVPD def2/J DEFGRID3
* xyz 0 1
S 0.801 2.792 -0.042
O 1.113 -0.997 0.641
N -1.015 -2.188 -0.373
N -1.392 -0.989 -0.791
N 1.231 1.236 0.464
C -0.680 0.068 -0.520
C 0.592 0.042 0.215
H 2.115 1.144 0.946
H 0.050 3.159 0.998
H -1.604 -2.949 -0.721
H -0.122 -2.309 0.074
H -1.089 0.990 -0.891
*
```

> Which of these has the highest F_max?

C2Cl2F2S

> Which of these has the highest total energy?

C2H5N3OS

Please write out number 4 again, unchanged.
# C2Cl2F2S

C2Cl2F2S in the gas phase in a non-equilibrium geometry (the ωB97M-V functional and the def2-TZVPD basis, OMol25).

Summary:
HOMO level (alpha / beta) in eV: -6.5 / -10.2
Total energy in eV: -43383.998
F_max in eV Å⁻¹: 6.47
Energy above the lowest of the compared OMol25 structures with the same formula, charge and spin in kJ/mol: 56.4
<S²>: 2.01
LUMO (alpha / beta) in eV: 0.20 / -3.08

The geometry in ORCA input format:
```
! RIJCOSX wB97M-V def2-TZVPD def2/J DEFGRID3
* xyz 0 3
Cl 2.292 0.626 -0.221
Cl -2.688 0.717 -0.701
S -1.985 -0.542 0.678
F 0.230 1.492 0.936
F 0.126 -1.810 -0.588
C 0.631 0.414 0.271
C -0.153 -0.641 -0.029
*
```

> Among the records above, which one has the lowest total energy?

C28H59GaN3O4